Entry 1:
Density functional theory data (wB97M-V/def2-TZVPD) for an isolated molecule of C5H11NO.

```
18
C5H11NO | the OMol25 dataset | wB97M-V/def2-TZVPD
C 0.956 -0.654 1.017
C 2.193 -0.537 0.126
C -2.183 -0.886 -0.110
C -0.416 0.901 -0.155
N 0.235 1.988 -0.747
C -1.478 0.296 -0.690
O 0.176 0.533 1.033
H 0.747 2.544 -0.076
H -0.343 2.545 -1.358
H 0.361 -1.512 0.718
H 1.256 -0.779 2.052
H -1.873 0.684 -1.619
H 2.799 0.312 0.436
H 2.777 -1.459 0.203
H 1.902 -0.401 -0.916
H -1.977 -1.789 -0.694
H -3.251 -0.730 -0.137
H -1.881 -1.054 0.918
```

For the LUMO energy, the calculation gives 1.11 eV. The highest occupied orbital energy comes out at -0.28819 hartree. The net charge is 0. The value obtained for the energy above the lowest of the compared OMol25 structures with the same formula, charge and spin is 32.61 kcal per mole. Its SMILES is C/C=C(/N)OCC.


Entry 2:
Density functional theory data (wB97M-V/def2-TZVPD) for a structure of composition C17H34CrN6OS2.

```
61
C17H34CrN6OS2 | the OMol25 dataset | wB97M-V/def2-TZVPD
Cr -0.160 -0.009 0.157
N -0.747 -1.609 -1.184
C 0.178 -1.603 -2.364
C 1.050 -0.338 -2.394
N 0.367 0.791 -1.716
C -0.856 1.190 -2.470
C -1.870 1.827 -1.535
N -1.986 0.957 -0.332
C 1.291 1.949 -1.526
C 1.022 2.671 -0.212
N 0.953 1.658 0.875
H -0.680 -2.515 -0.721
H -1.703 -1.564 -1.524
H -0.393 -1.705 -3.286
H 0.837 -2.467 -2.314
H 1.307 -0.087 -3.427
H 1.977 -0.529 -1.855
H -1.299 0.307 -2.928
H -0.609 1.878 -3.281
H -2.828 1.959 -2.038
H -1.546 2.814 -1.222
H -2.680 0.234 -0.516
H -2.393 1.492 0.435
H 1.209 2.656 -2.353
H 2.315 1.574 -1.519
H 0.085 3.220 -0.227
H 1.812 3.403 -0.037
H 0.668 2.121 1.734
H 1.901 1.313 1.027
C 3.316 -2.870 1.276
S 1.586 -2.465 1.499
O 1.440 -1.169 0.635
C 0.796 -3.782 0.589
C 1.395 -4.455 -0.473
C 0.700 -5.490 -1.081
C -0.566 -5.850 -0.633
C -1.153 -5.181 0.436
C -0.468 -4.146 1.054
H 3.616 -2.693 0.245
H 3.460 -3.914 1.551
H 3.890 -2.235 1.948
H 2.387 -4.196 -0.822
H 1.155 -6.025 -1.904
H -1.086 -6.674 -1.102
H -2.125 -5.486 0.797
H -0.902 -3.627 1.898
S -1.244 -0.301 2.331
C -0.381 -0.055 3.820
N 0.925 0.189 3.858
C 1.677 0.284 5.118
C 0.775 0.871 6.192
C -0.514 0.071 6.277
N -1.080 -0.110 4.933
H 1.433 0.152 2.995
H 2.546 0.919 4.957
H 2.028 -0.709 5.411
H 0.544 1.909 5.944
H 1.284 0.851 7.153
H -1.246 0.593 6.889
H -0.342 -0.909 6.727
H -2.070 -0.294 4.861
```

As for the spin multiplicity: 4. For the LUMO energy (alpha / beta), the calculation gives -9.40 / -8.93 eV. The highest occupied orbital energy (alpha / beta) comes out at -0.65409 / -0.65820 hartree. The net charge is +3. The value obtained for the energy above the lowest of the compared OMol25 structures with the same formula, charge and spin is 0.00 kcal per mole.


Entry 3:
Density functional theory data (wB97M-V/def2-TZVPD) for a structure of composition C35H52IrP4S.

```
93
C35H52IrP4S | the OMol25 dataset | wB97M-V/def2-TZVPD
Ir 0.073 0.096 -1.438
P 1.637 1.041 0.097
P -1.656 1.366 -0.690
P 0.781 1.498 -3.057
H -0.796 -1.962 0.347
C -0.322 -1.971 -0.638
C 1.078 -1.785 -0.770
H 1.690 -1.704 0.130
C 1.794 0.324 1.798
C 1.459 2.821 0.566
C 3.359 0.921 -0.541
C -3.303 0.757 -1.137
C -1.688 1.462 1.149
C -1.713 3.112 -1.229
C 2.261 0.740 -3.843
C 1.362 3.228 -2.771
C -0.457 1.799 -4.364
H -0.798 -2.630 -1.371
H 1.571 -2.217 -1.641
H 1.864 -0.766 1.796
H 0.938 0.608 2.421
H 2.701 0.722 2.272
H 0.537 3.015 1.127
H 1.473 3.474 -0.310
H 2.314 3.084 1.208
H 3.503 -0.065 -1.002
H 4.043 1.033 0.313
H 3.563 1.712 -1.274
H -4.071 1.480 -0.835
H -3.509 -0.202 -0.654
H -3.369 0.625 -2.221
H -2.551 2.043 1.494
H -0.789 1.929 1.562
H -1.759 0.448 1.565
H -2.600 3.593 -0.795
H -1.792 3.164 -2.320
H -0.830 3.668 -0.899
H 2.099 0.671 -4.924
H 2.472 -0.255 -3.444
H 3.135 1.376 -3.655
H 1.625 3.656 -3.752
H 2.248 3.265 -2.122
H 0.558 3.835 -2.335
H -0.186 1.241 -5.265
H -0.471 2.870 -4.606
H -1.463 1.520 -4.047
C -0.847 -2.947 -5.018
C -1.943 -2.772 -5.899
C -1.979 -3.489 -7.105
C -0.960 -4.392 -7.431
C -0.016 -4.732 -6.455
C 0.027 -4.044 -5.238
S -0.352 -1.702 -3.831
H -1.286 -1.453 -2.792
H -2.713 -2.032 -5.660
H -2.788 -3.323 -7.817
H -0.903 -4.833 -8.430
H 0.715 -5.510 -6.664
H 0.786 -4.278 -4.486
C -2.739 0.557 6.748
C -1.807 1.236 5.956
C -1.254 0.621 4.833
C -1.672 -0.687 4.487
C -2.599 -1.374 5.289
C -3.126 -0.746 6.418
P -0.976 -1.491 2.989
C 0.331 -2.602 3.604
C 0.960 -3.517 2.725
C 2.081 -4.234 3.152
C 2.597 -4.042 4.441
C 1.983 -3.124 5.306
C 0.861 -2.406 4.895
C -2.376 -2.530 2.436
C -2.310 -3.930 2.276
C -3.315 -4.594 1.564
C -4.418 -3.893 1.066
C -4.541 -2.522 1.320
C -3.546 -1.843 2.022
H -3.170 1.039 7.626
H -1.500 2.248 6.215
H -0.513 1.145 4.220
H -2.906 -2.386 5.008
H -3.839 -1.293 7.030
H 0.578 -3.664 1.711
H 2.560 -4.941 2.471
H 3.474 -4.606 4.776
H 2.384 -2.955 6.307
H 0.389 -1.682 5.563
H -1.482 -4.495 2.713
H -3.227 -5.668 1.392
H -5.191 -4.410 0.496
H -5.413 -1.967 0.972
H -3.661 -0.778 2.258
```

As for the spin multiplicity: 6. For the LUMO energy (alpha / beta), the calculation gives -10.12 / -14.02 eV. The highest occupied orbital energy (alpha / beta) comes out at -0.65525 / -0.66110 hartree. The net charge is +4. The value obtained for the energy above the lowest of the compared OMol25 structures with the same formula, charge and spin is 0.00 kcal per mole.


Entry 4:
Density functional theory data (wB97M-V/def2-TZVPD) for a cluster of 5 separate species, C5H18O6 in total.

```
29
C5H18O6 | the OMol25 dataset | wB97M-V/def2-TZVPD
C 0.601 0.707 1.265
O -0.408 0.373 2.260
C 1.927 0.002 1.602
C 2.323 -1.075 0.603
C 2.936 -0.576 -0.727
C 2.109 -0.861 -1.977
O 1.026 -1.371 -1.971
H 0.655 1.782 1.193
H 0.131 0.272 0.402
H -0.158 0.692 3.133
H 1.660 -0.531 2.514
H 2.802 0.627 1.696
H 1.539 -1.777 0.306
H 3.056 -1.756 1.037
H 3.984 -0.830 -0.908
H 2.889 0.522 -0.683
H 2.668 -0.510 -2.860
H -2.568 -0.542 -0.368
H -3.893 -0.192 0.180
O -3.339 0.030 -0.581
H -2.089 2.010 0.855
H -1.709 3.255 -0.177
O -1.437 2.537 0.392
H -2.763 -2.283 1.480
H -1.485 -1.364 1.825
O -1.841 -2.084 1.291
H -2.377 1.541 -2.101
H -1.746 1.195 -3.388
O -1.536 1.659 -2.567
```

For the LUMO energy, the calculation gives 0.46 eV. The highest occupied orbital energy comes out at -0.35569 hartree. The net charge is 0. The value obtained for the energy above the lowest of the compared OMol25 structures with the same formula, charge and spin is 27.25 kcal per mole. Its SMILES is O=CCCCCO.O.O.O.O.


Entry 5:
Density functional theory data (wB97M-V/def2-TZVPD) for a structure of composition C13H23HoI2OP2.

```
42
C13H23HoI2OP2 | the OMol25 dataset | wB97M-V/def2-TZVPD
I 1.264 -3.250 0.780
I -1.718 1.159 -1.036
Ho -0.194 -1.227 -0.541
P 1.973 -0.009 -1.077
C 2.735 0.924 0.222
C 3.119 -1.265 -1.574
H 3.907 -0.721 -2.092
H 2.641 1.246 -2.867
H 2.643 -1.991 -2.249
H 1.065 0.467 -3.232
H 2.899 0.326 1.110
H 3.520 -1.808 -0.707
C 1.665 0.989 -2.472
H 3.585 1.379 -0.166
H 1.135 1.907 -2.207
H 2.041 1.771 0.565
P -2.345 -2.380 0.084
C -2.931 -2.124 1.734
C -3.570 -1.860 -1.066
H -1.537 -4.285 -1.126
H -3.078 -4.545 -0.234
H -1.499 -4.555 0.637
C -2.085 -4.107 -0.182
H -3.173 -1.856 -2.099
H -4.378 -2.588 -0.983
H -3.856 -2.699 1.830
H -3.134 -1.054 1.926
H -3.937 -0.845 -0.841
H -2.194 -2.473 2.479
C -0.143 -0.379 1.557
O -0.143 0.080 2.695
C 0.521 4.350 1.365
C 0.687 3.214 2.326
C 0.703 1.968 1.864
C 0.408 1.403 0.301
C 0.315 2.728 -0.468
C 0.357 3.953 0.030
H 0.523 5.301 1.750
H 0.907 3.539 3.306
H 1.189 1.462 2.764
H -0.085 2.980 -1.550
H 0.194 4.875 -0.556
```

As for the spin multiplicity: 5. For the LUMO energy (alpha / beta), the calculation gives -9.33 / -9.33 eV. The highest occupied orbital energy (alpha / beta) comes out at -0.51635 / -0.52026 hartree. The net charge is +2.


Entry 6:
Density functional theory data (wB97M-V/def2-TZVPD) for a cluster of 2 separate species, H3N2O2S in total.

```
8
H3N2O2S | the OMol25 dataset | wB97M-V/def2-TZVPD
N 1.078 -0.593 0.349
N 1.835 0.385 0.533
O -1.342 1.197 -0.544
O -2.124 -1.129 -0.346
S -1.668 0.093 0.360
H -0.337 -0.206 0.749
H 0.756 -0.741 -0.797
H 1.802 0.993 -0.305
```

For the LUMO energy (alpha / beta), the calculation gives 4.19 / 4.19 eV. The highest occupied orbital energy (alpha / beta) comes out at -0.10652 / -0.10657 hartree. The net charge is -1. The value obtained for the energy above the lowest of the compared OMol25 structures with the same formula, charge and spin is 65.62 kcal per mole.


Entry 7:
Density functional theory data (wB97M-V/def2-TZVPD) for an isolated molecule of C6H6.

```
12
C6H6 | the OMol25 dataset | wB97M-V/def2-TZVPD
C -1.736 0.823 -0.081
C -1.337 -0.687 -0.067
C 0.074 -0.901 -0.101
C 1.179 -0.724 0.385
C 2.458 -0.272 0.198
C 3.546 0.187 -0.029
H -2.599 1.027 0.556
H -0.906 1.464 0.239
H -2.009 1.162 -1.097
H -2.029 -1.300 -0.635
H -1.150 -1.373 0.841
H 4.509 0.594 -0.210
```

For the LUMO energy, the calculation gives 0.76 eV. The highest occupied orbital energy comes out at -0.32106 hartree. The net charge is 0. The value obtained for the energy above the lowest of the compared OMol25 structures with the same formula, charge and spin is 117.05 kcal per mole. Its SMILES is C#CC#CCC.


Entry 8:
Density functional theory data (wB97M-V/def2-TZVPD) for a structure of composition C22H21BF2N2ORh.

```
50
C22H21BF2N2ORh | the OMol25 dataset | wB97M-V/def2-TZVPD
Rh -0.881 -2.212 -0.752
C 3.808 -2.299 -3.834
C 4.306 -2.475 -2.540
C 3.456 -2.646 -1.477
C 2.042 -2.635 -1.697
C 1.556 -2.475 -3.032
C 2.427 -2.305 -4.071
N 1.137 -2.762 -0.725
N 1.673 -2.966 0.571
C 0.714 -2.924 1.482
C 1.107 -3.179 2.837
C 0.180 -3.182 3.840
C -1.165 -2.935 3.538
C -1.572 -2.679 2.224
C -0.669 -2.643 1.179
H 4.492 -2.171 -4.662
H 5.374 -2.480 -2.375
H 3.820 -2.788 -0.472
H 0.486 -2.518 -3.213
H 2.053 -2.190 -5.079
H 2.154 -3.383 3.016
H 0.474 -3.383 4.861
H -1.905 -2.939 4.327
H -2.626 -2.486 2.070
F -3.663 -1.900 -0.061
B -2.814 -2.861 -0.405
F -3.239 -4.091 -0.544
C -1.068 6.356 0.318
C -1.023 4.861 0.262
C -0.832 4.199 -0.949
C -0.791 2.821 -1.032
C -0.591 2.198 -2.383
C -0.954 2.068 0.164
C -0.967 0.639 0.147
O -0.770 -0.068 -0.861
C -1.140 2.729 1.407
C -1.303 2.046 2.742
C -1.170 4.112 1.423
H -0.940 6.799 -0.668
H -0.282 6.738 0.971
H -2.021 6.694 0.726
H -0.717 4.782 -1.854
H -0.530 2.979 -3.138
H -1.411 1.528 -2.640
H 0.323 1.605 -2.417
H -1.186 0.117 1.080
H -1.201 0.966 2.737
H -2.283 2.282 3.158
H -0.557 2.434 3.436
H -1.311 4.623 2.368
```

As for the spin multiplicity: 5. For the LUMO energy (alpha / beta), the calculation gives -3.55 / -5.86 eV. The highest occupied orbital energy (alpha / beta) comes out at -0.37888 / -0.44114 hartree. The net charge is +1. The value obtained for the energy above the lowest of the compared OMol25 structures with the same formula, charge and spin is 20.05 kcal per mole.